{
  "formula": "C2H3NO3P",
  "method": "ωB97M-V/def2-TZVPD",
  "energy_ha": -699.81598,
  "charge": -1,
  "orbital_gap_ev": [6.609, 6.806],
  "max_force_ev_per_a": 3.62,
  "lumo_energy_ev": [2.7115, 2.8569],
  "symbols": ["C", "C", "N", "O", "O", "O", "P", "H", "H", "H"],
  "coordinates": [[0.366237, 0.212602, 0.101402], [-0.926095, -0.070952, -0.175898], [-1.930658, 0.802736, 0.086165], [-4.651898, -0.689488, 1.700443], [-1.692244, 1.773520, 0.829522], [-3.410148, -1.968508, -0.097378], [-3.356728, -0.909922, 1.009004], [0.986822, -0.666447, -0.248515], [0.726130, 1.158638, 0.459429], [-1.111570, -0.999806, -0.799094]],
  "atomic_forces_ev_per_a": [[-0.3, -2.2, -1.5], [3.2, -1.7, -0.4], [-2.6, 2.2, 0.5], [0.0, 0.6, 0.6], [0.3, -0.9, -0.6], [0.7, 1.2, 1.1], [-0.9, -2.1, -1.9], [0.1, 1.7, 0.6], [0.2, -0.1, 0.4], [-0.5, 1.3, 1.3]]
}

{
  "formula": "C8H38O11",
  "method": "ωB97M-V/def2-TZVPD",
  "energy_ha": -1155.14795,
  "smiles": "CCO.CCO.CCO.CCO.O.O.O.O.O.O.O",
  "orbital_gap_ev": 8.968,
  "max_force_ev_per_a": 2.94,
  "lumo_energy_ev": -0.5369,
  "symbols": ["C", "C", "O", "H", "H", "H", "H", "H", "H", "C", "C", "O", "H", "H", "H", "H", "H", "H", "C", "C", "O", "H", "H", "H", "H", "H", "H", "C", "C", "O", "H", "H", "H", "H", "H", "H", "O", "H", "H", "O", "H", "H", "O", "H", "H", "O", "H", "H", "O", "H", "H", "O", "H", "H", "O", "H", "H"],
  "coordinates": [[-0.949977, 3.713831, -0.079147], [0.110008, 4.747914, -0.705155], [0.737109, 4.263867, -1.844990], [-1.074905, 3.789114, 1.001049], [-0.584077, 2.688301, -0.129149], [-1.859480, 3.848343, -0.664653], [0.972325, 4.859299, -0.047795], [-0.297659, 5.746008, -0.865563], [0.691355, 4.983350, -2.478910], [2.403954, -2.943093, 2.666230], [1.971682, -3.259409, 1.300013], [3.084726, -2.975395, 0.543981], [2.926398, -1.997794, 2.813089], [3.019009, -3.722882, 3.115365], [1.497204, -2.933697, 3.271059], [1.149344, -2.639590, 0.942697], [1.576597, -4.261589, 1.133762], [2.978915, -3.219461, -0.378430], [-2.831593, 0.518590, -2.810938], [-1.993582, 0.264005, -4.067712], [-1.408115, -0.967607, -3.811577], [-3.580572, 1.284917, -3.010625], [-2.252594, 0.877675, -1.960113], [-3.396911, -0.382678, -2.573787], [-1.298533, 1.065120, -4.319165], [-2.673495, 0.196340, -4.916978], [-0.600817, -0.721269, -3.354206], [4.194026, 0.206874, 0.991863], [2.876354, 0.669158, 1.573971], [2.437090, 1.856869, 0.963058], [5.094523, 0.771416, 1.233730], [4.224034, 0.231720, -0.097449], [4.428684, -0.811089, 1.302977], [3.000268, 0.722079, 2.655618], [2.190548, -0.176343, 1.519908], [2.988956, 2.611469, 1.181301], [-3.056678, -1.427695, -0.224544], [-3.840803, -0.887660, -0.323151], [-3.356031, -2.200196, 0.254898], [-0.869484, -2.974237, -1.861520], [-0.983886, -3.241519, -0.949534], [-1.428783, -2.203411, -1.957651], [-1.282030, -3.728195, 0.765794], [-1.484864, -4.487299, 1.312473], [-1.267672, -2.990380, 1.375426], [-1.334904, -1.386848, 2.535431], [-2.271699, -1.213449, 2.442830], [-1.223938, -1.619842, 3.457188], [-1.674144, 1.925730, 2.678372], [-1.743733, 1.088080, 2.220421], [-2.580223, 2.211545, 2.794872], [-0.779792, -0.025591, 0.029924], [-0.580901, -0.410278, 0.883565], [-1.569094, -0.482280, -0.261077], [0.655991, 1.492786, -2.048345], [0.475438, 2.432659, -2.064736], [0.446430, 1.223716, -1.153962]],
  "atomic_forces_ev_per_a": [[1.4, 1.1, -0.9], [-0.2, -1.0, 2.8], [-0.3, 0.0, -1.9], [-0.3, 0.8, -0.1], [0.0, 0.1, -0.6], [-0.2, -0.3, 0.4], [-0.4, 0.2, 0.9], [-0.4, -0.1, 0.0], [0.2, -0.3, -0.4], [-0.9, -0.5, 2.2], [-0.7, 0.5, -1.1], [1.8, -0.1, -1.5], [-0.2, 0.0, -0.5], [0.2, -0.1, -0.2], [-0.1, 0.2, 0.5], [-0.3, 0.4, 0.3], [0.3, -0.5, 0.4], [-0.2, 0.0, -0.1], [-0.7, 1.3, -0.5], [-1.7, 0.5, 0.8], [1.3, -0.6, -0.7], [-0.1, 0.3, 0.0], [0.2, -0.3, 0.0], [0.3, -0.1, 0.0], [0.2, 0.0, 0.3], [0.0, -0.3, -0.1], [0.5, -0.5, 0.2], [1.0, -0.5, -0.5], [1.5, -0.4, 0.4], [-1.1, -0.2, 0.0], [-0.2, 0.5, 0.6], [-0.6, -0.2, -0.1], [-0.2, -0.1, -0.1], [0.0, 0.7, 0.4], [-0.7, 0.5, -0.9], [0.2, -0.3, 0.2], [-0.4, 0.0, 0.3], [-0.2, 0.3, -0.2], [0.1, -0.5, 0.0], [0.3, -0.1, -0.3], [0.0, -0.2, 0.3], [-0.2, 0.2, -0.3], [-0.3, -0.3, 0.0], [0.0, -0.3, 0.0], [0.2, 0.6, 0.4], [0.1, -0.2, -0.2], [-0.4, 0.1, -0.1], [0.2, 0.0, 0.4], [0.0, 0.1, 0.3], [0.2, -0.2, -0.4], [-0.2, 0.2, 0.0], [0.5, 0.7, 0.1], [0.2, -0.2, 0.2], [-0.2, -0.3, -0.1], [-0.1, -0.6, -0.5], [0.2, 0.5, -0.1], [0.0, -0.4, 0.3]]
}

{
  "formula": "C22H45O12S2",
  "method": "ωB97M-V/def2-TZVPD",
  "energy_ha": -2564.57716,
  "charge": -1,
  "orbital_gap_ev": 7.894,
  "max_force_ev_per_a": 1.73,
  "lumo_energy_ev": 1.9275,
  "symbols": ["C", "S", "O", "O", "S", "O", "O", "O", "H", "H", "H", "C", "C", "O", "C", "H", "H", "H", "H", "H", "H", "C", "C", "O", "C", "H", "H", "H", "H", "H", "H", "C", "C", "O", "C", "H", "H", "H", "H", "H", "H", "C", "C", "O", "C", "H", "H", "H", "H", "H", "H", "C", "C", "O", "C", "H", "H", "H", "H", "H", "H", "C", "C", "O", "C", "H", "H", "H", "H", "H", "H", "C", "C", "O", "C", "H", "H", "H", "H", "H", "H"],
  "coordinates": [[4.584552, -2.576937, -3.042534], [3.711528, -1.615731, -1.840856], [2.430627, -2.209095, -1.550671], [3.710021, -0.239892, -2.281007], [4.983988, -1.839094, -0.112129], [4.567953, -0.797914, 0.804212], [6.314485, -1.661379, -0.661371], [4.704683, -3.181989, 0.364363], [4.904586, -3.499799, -2.572272], [3.938481, -2.742770, -3.896379], [5.461222, -1.996065, -3.306648], [-1.878808, -4.200689, -3.504338], [-0.552642, -3.489410, -3.637904], [0.300700, -3.869715, -4.407805], [-0.377580, -2.273915, -2.763230], [-1.921953, -5.046541, -4.189256], [-2.014799, -4.552450, -2.483743], [-2.686787, -3.506902, -3.742774], [-0.466155, -2.551140, -1.712732], [-1.156436, -1.546085, -3.009598], [0.596677, -1.829616, -2.924418], [-2.701092, -1.331931, 0.079601], [-3.602518, -2.296107, -0.646424], [-3.292432, -3.459163, -0.791890], [-4.901471, -1.754910, -1.191313], [-1.808369, -1.858118, 0.412181], [-2.410638, -0.518624, -0.581558], [-3.215304, -0.912208, 0.941701], [-4.705814, -0.952847, -1.902895], [-5.510017, -1.356353, -0.378657], [-5.444357, -2.548098, -1.691982], [-8.091101, -4.005076, -2.844477], [-8.423107, -2.534234, -2.752898], [-7.559896, -1.690522, -2.738993], [-9.888511, -2.171024, -2.677780], [-7.012711, -4.135367, -2.891793], [-8.476372, -4.530830, -1.969363], [-8.543080, -4.435326, -3.739681], [-10.342819, -2.627050, -1.796684], [-10.408842, -2.530922, -3.566766], [-9.991609, -1.090387, -2.615257], [2.367712, 3.729390, 2.836850], [2.100871, 2.315048, 2.360603], [1.016135, 2.010642, 1.918990], [3.240520, 1.337612, 2.475713], [1.471419, 4.332600, 2.701869], [2.637066, 3.722656, 3.895048], [3.185507, 4.173735, 2.268035], [3.543590, 1.252538, 3.522758], [4.093509, 1.678663, 1.889372], [2.942824, 0.362785, 2.105989], [-3.387239, 3.491162, 0.926680], [-4.305954, 2.533351, 0.207398], [-4.016521, 1.369718, 0.064423], [-5.602307, 3.096518, -0.327948], [-2.495770, 2.962694, 1.256335], [-3.095208, 4.302251, 0.257763], [-3.895523, 3.916765, 1.793800], [-5.395916, 3.892291, -1.045359], [-6.197804, 3.506540, 0.489517], [-6.164897, 2.306950, -0.821158], [2.451282, 3.363103, 8.791587], [2.934947, 2.873827, 7.444772], [4.065116, 3.074970, 7.070941], [1.933200, 2.127352, 6.597906], [3.259801, 3.882266, 9.300700], [1.610603, 4.046452, 8.661359], [2.125797, 2.518886, 9.401406], [1.076739, 2.769163, 6.384254], [1.590147, 1.235213, 7.123765], [2.397034, 1.827917, 5.661264], [9.375263, 1.909658, -2.471247], [7.961694, 1.376988, -2.588195], [7.677823, 0.544233, -3.413847], [6.949469, 1.950822, -1.627395], [10.008102, 1.426007, -3.212184], [9.383988, 2.988316, -2.638992], [9.768623, 1.704988, -1.474352], [6.867910, 3.028775, -1.787455], [7.256688, 1.754012, -0.599426], [5.978316, 1.489102, -1.796491]],
  "atomic_forces_ev_per_a": [[0.4, 0.1, 0.1], [-0.3, 0.4, 0.1], [-0.1, -0.3, 0.0], [0.2, 0.2, -0.1], [0.8, -0.5, 1.4], [-0.3, 0.2, -0.4], [-0.1, 0.1, -0.4], [-0.1, 0.2, -0.6], [-0.1, -0.2, 0.0], [-0.2, 0.0, 0.0], [0.1, 0.1, -0.1], [0.1, -0.2, -0.3], [0.0, 0.1, 0.1], [0.0, 0.0, 0.0], [0.1, 0.0, -0.3], [0.1, 0.0, 0.0], [-0.1, 0.1, 0.1], [-0.1, 0.0, 0.2], [-0.1, 0.0, 0.0], [-0.1, 0.0, 0.1], [0.1, 0.0, 0.0], [0.2, -0.4, 0.0], [0.1, 0.1, 0.1], [-0.2, -0.1, 0.0], [0.2, -0.3, 0.0], [0.0, 0.0, 0.0], [-0.1, 0.1, 0.1], [0.0, 0.2, -0.1], [0.0, 0.1, 0.1], [0.0, 0.2, 0.0], [0.0, 0.0, 0.0], [0.2, 0.1, 0.0], [0.0, 0.0, 0.0], [-0.1, 0.1, -0.1], [0.1, 0.2, 0.0], [0.0, 0.0, 0.0], [-0.1, 0.0, -0.1], [-0.1, 0.0, 0.1], [0.0, -0.1, -0.1], [0.0, -0.1, 0.1], [0.0, 0.0, 0.0], [-0.2, 0.1, 0.0], [0.1, 0.0, 0.0], [-0.1, 0.0, 0.1], [-0.4, 0.0, 0.0], [0.0, 0.0, 0.0], [0.2, 0.0, 0.0], [0.1, 0.0, 0.1], [0.1, 0.1, 0.0], [0.1, 0.0, 0.1], [0.0, 0.0, -0.1], [0.1, -0.2, 0.0], [0.1, 0.1, 0.0], [-0.1, 0.1, 0.0], [0.0, -0.2, -0.1], [0.0, 0.0, 0.0], [-0.1, 0.1, 0.0], [0.0, 0.1, -0.1], [0.0, 0.1, 0.1], [0.0, 0.1, 0.0], [0.0, 0.0, 0.0], [0.2, 0.1, 0.0], [0.0, 0.0, 0.0], [0.0, 0.0, 0.0], [0.2, 0.0, -0.1], [0.0, 0.0, 0.0], [-0.1, -0.1, 0.0], [-0.1, 0.0, 0.0], [-0.1, -0.1, 0.1], [-0.1, 0.1, 0.0], [0.0, 0.0, 0.0], [0.1, -0.1, -0.1], [-0.1, 0.0, 0.1], [0.0, 0.0, -0.1], [-0.2, -0.2, -0.2], [0.0, 0.0, 0.0], [0.0, 0.0, 0.1], [0.0, 0.1, 0.0], [0.1, 0.0, 0.1], [0.0, 0.1, 0.0], [0.0, -0.1, 0.0]]
}